The following is a quantum chemistry calculation of C19H29LuN4O2P2 as an isolated structure, from OMol25.

```
57
Properties=species:S:1:pos:R:3:forces:R:3
C -0.40640 -3.54974 2.12139 0.4340 -0.3378 -1.2873
C -0.01888 -2.57305 1.22008 -0.8881 -2.1330 0.4315
N 0.01811 -1.24970 1.57348 0.5029 0.5861 -1.0464
C -0.49308 -0.93527 2.80043 -0.4227 -0.3925 1.7680
C -0.82353 -1.90689 3.73599 -0.2943 1.4456 -0.0741
C -0.77309 -3.25123 3.42530 -0.2648 -1.0027 1.3314
C 0.27546 -3.07062 -0.19326 0.1475 0.8587 -0.5336
P 0.72891 -1.75264 -1.45107 1.0216 -1.6153 1.4649
Lu 1.06588 0.23971 0.28552 -0.8108 -0.2683 0.6530
P -0.83058 1.69046 1.74890 -0.1194 -0.0714 1.0861
C -0.62694 0.52063 3.20019 0.0785 0.1475 -0.1632
C 0.36574 1.11125 -2.00159 1.8811 2.5219 -1.1992
C 1.68787 1.40795 -2.49744 -0.1015 0.3569 -0.0970
C 1.93644 2.58777 -3.26204 0.0099 -0.6431 0.1992
C 0.89902 3.46409 -3.58851 0.0152 -0.7290 0.3741
C -0.37964 3.12655 -3.14540 -0.0085 0.7732 -0.6330
C -0.62322 1.99355 -2.39111 -0.6069 0.0632 0.4605
O -3.66691 -3.63406 -1.19610 1.3402 0.7016 0.4760
O -4.28157 0.02707 0.77576 -0.0956 -1.2139 -1.8860
H -0.41337 -4.58508 1.75731 -0.0046 0.3997 0.1943
H -1.17486 -1.53861 4.70356 0.0805 -0.2846 -0.2301
H -1.02968 -4.02856 4.17836 0.2306 0.6747 -0.7912
C 2.33874 -2.59704 -1.72948 0.7123 -0.0570 -0.7781
C -0.18468 -2.20868 -2.96971 -0.1156 -0.0979 -0.3613
H -1.49634 0.64851 3.87171 0.3734 -0.0979 -0.2924
H 0.24955 0.87144 3.77719 -0.0916 -0.1586 -0.3099
H -0.61817 -3.38374 -0.77450 0.1509 -0.7577 1.1079
H 1.09954 -3.83570 -0.17611 -1.2542 0.4846 -0.0859
C -0.09351 3.22019 2.44601 0.1334 0.2746 -0.1410
C -2.60607 2.08411 1.88160 -0.5831 -0.1095 -0.5906
H 2.57206 0.77438 -2.30168 -0.6994 0.2392 0.0498
H 2.95188 2.83892 -3.61566 -0.5546 -0.4417 0.3849
H 1.09138 4.36611 -4.18092 -0.1462 -0.4065 0.3413
H -1.18585 3.80729 -3.40188 -0.1041 -0.2177 0.1101
H -1.61435 1.77742 -1.99924 -0.0814 0.2459 -0.1700
H -3.49079 -0.22386 0.26644 0.6977 0.3828 0.7764
H -4.85797 -0.36510 0.09789 -0.9423 0.2297 0.6789
H -2.89238 -3.03054 -1.05049 -1.0908 -0.6663 -0.2477
H -3.50825 -4.30811 -0.51950 -0.2205 0.0440 -0.1531
H -0.02881 0.36262 -1.28858 -0.7330 -0.3516 -1.4116
H 2.15923 -3.60786 -2.14371 0.2600 0.3809 0.1165
H 2.99625 -2.02656 -2.39586 -0.0112 -0.2217 -0.0274
H 2.84812 -2.69997 -0.75679 -0.1982 0.1344 -0.3619
H 0.30390 -3.05804 -3.48618 -0.3063 0.3779 0.2856
H -1.22739 -2.47941 -2.70966 0.5320 0.2422 -0.2541
H -0.17950 -1.34365 -3.65016 -0.1669 -0.2811 0.1547
H -2.94036 2.51875 2.83736 0.5230 -0.0462 -0.2296
H -2.89496 2.74585 1.05551 0.0763 0.0818 0.2205
H -3.19715 1.17933 1.70747 0.3846 0.4205 0.3418
H -0.71938 3.69327 3.22075 0.1793 -0.2823 -0.2750
H 0.89512 2.99010 2.86395 -0.1875 0.1302 -0.1819
H 0.03243 3.92384 1.61075 0.0494 -0.0310 0.3311
N 2.74049 1.38146 0.79622 0.6884 0.4537 -0.0922
C 3.70597 2.05159 0.71439 -0.2364 -0.4642 1.2296
N 4.73880 2.71401 0.94693 -0.1905 -0.1154 0.0087
C 5.42506 3.26841 -0.01848 2.3309 1.9346 -1.5130
N 6.15170 3.85710 -0.72530 -1.3022 -1.0900 0.8413
```
Positions in Å, forces in eV/Å.

Results
E_HOMO (alpha / beta) (hartree): -0.172 / -0.180
Charge: 0
Relative energy (zero: lowest compared OMol25 entry of this formula, charge and spin) (kJ/mol): 197.9
LUMO level (alpha / beta) (eV): -0.2746 / -0.0477
E (Ha): -3028.99303
2S+1: 1



The following is a quantum chemistry calculation of C19H29N3O2 as an isolated structure, from OMol25.

```
53
Properties=species:S:1:pos:R:3:forces:R:3
C 1.71403 2.57571 2.26892 11.7541 10.5252 -1.6521
H 1.34816 3.63364 1.92366 0.8625 -1.0836 0.9087
H 2.61333 2.35768 1.44619 -1.7279 0.7410 2.1862
H 2.14580 2.64058 3.25781 0.1067 0.0379 0.2018
C 0.78632 1.77303 2.05546 -11.5058 -14.9023 -1.1235
C -0.46462 1.86179 3.14681 3.9567 0.2561 -0.0282
H -0.18872 1.81396 4.26705 -0.0600 0.2588 -1.9620
H -0.74460 2.82185 2.81724 -1.5473 1.2709 0.4109
H -1.11668 1.08288 2.93501 -1.6114 -1.0657 -0.3868
C 0.21940 1.62860 0.60037 3.8306 -3.3282 0.8667
C -0.62503 0.21706 0.18431 -9.1819 16.0387 0.4781
N -0.93649 0.51739 -1.16545 -5.7301 2.6344 0.6381
C -2.29255 1.21282 -1.51868 3.0567 -5.2755 -0.8690
O -3.17914 1.26404 -0.73369 -0.2731 1.2242 1.1798
C -2.49312 1.07196 -3.06046 -8.2321 -7.2570 7.0234
C -2.61595 -0.43960 -3.47664 2.4105 3.2515 -3.0842
C -2.97065 -0.23973 -5.03637 7.9203 -3.9835 2.9400
C -1.96284 0.55391 -5.74673 2.6239 -2.3483 -6.6274
C -1.93713 1.90444 -5.40450 -6.3962 -0.1680 8.2400
C -1.69244 1.83450 -3.70327 10.3294 5.8402 -8.3987
H -0.50159 1.60054 -3.63019 -2.5188 -0.0229 0.0000
H -1.72394 2.76666 -3.21843 0.0307 1.9801 -0.1832
H -1.26611 2.47459 -5.78924 3.7886 3.9471 -2.6597
H -3.05223 2.24351 -5.28306 1.9746 0.3298 -1.2566
H -1.92346 0.51137 -7.06440 -1.3830 -0.1066 3.1763
H -0.92258 0.15163 -5.82266 -0.5594 -0.2215 1.3577
H -2.86256 -1.21408 -5.44245 0.4998 -1.5265 -0.3231
H -3.85280 -0.13562 -5.33649 -7.8434 2.2626 -1.4467
H -1.60415 -0.85883 -3.33565 -0.5607 -0.3621 -0.4671
H -3.34297 -1.02948 -3.05771 -1.7075 -0.9966 1.5468
H -3.55457 1.32403 -3.21894 0.0997 0.8305 0.2895
H -0.34029 0.27251 -1.87006 1.8265 -0.6817 -1.8464
H -1.61507 0.36841 0.78638 1.6617 -0.8992 -0.8847
C 0.08953 -0.77964 0.35113 9.3621 -17.0006 -0.5538
O 0.76365 -1.24790 -0.58025 0.9345 1.2802 -0.6600
N -0.04858 -1.74191 1.36871 -5.6777 6.8095 3.9972
H -0.42477 -1.05689 2.11703 0.0766 -2.0119 -0.4874
C 0.62090 -2.77836 1.93598 11.0780 3.0306 -8.1845
C 2.02972 -2.16788 2.58247 -2.2082 -1.5053 3.3555
N 1.96135 -2.31595 3.98789 -4.1438 -0.8957 -5.6020
C 2.74631 -1.58449 4.63295 3.0319 -0.1600 1.8053
C 3.94509 -1.20502 4.20797 5.5359 5.8769 -5.5852
C 4.14421 -0.98350 2.74184 -1.4220 -0.7470 0.7028
C 3.07003 -1.44403 2.00075 0.2744 -1.9968 -3.3174
H 3.23581 -1.59484 0.84705 -0.8802 0.9740 2.1278
H 4.88293 -0.44148 2.02972 -0.4815 -1.0277 2.3893
H 4.72443 -0.49356 4.62180 -1.2817 -1.4820 1.1060
H 2.68933 -1.51309 5.63906 -1.0769 0.0157 3.4935
H 1.23568 -3.17581 0.79386 -2.1318 -0.0565 3.3043
H 0.32537 -3.46452 2.55645 -2.7575 -3.5182 3.0816
H -0.25669 2.48886 0.36916 -2.3303 2.4403 -1.2845
H 1.15312 1.53375 -0.09916 -1.5733 0.2842 1.1488
H 1.14414 0.59192 2.07609 -0.2231 2.4905 0.9180
```
Positions in Å, forces in eV/Å.

Results
E_HOMO (hartree): -0.329
Charge: 0
Relative energy (zero: lowest compared OMol25 entry of this formula, charge and spin) (kJ/mol): 1705.1
LUMO level (eV): 0.6112
E (Ha): -1055.57979
2S+1: 1